Entry 1:
Density functional theory data (ωB97M-V/def2-TZVPD) for C18H13HfN5O6 as an isolated structure at a distorted geometry.

The geometry in XYZ format:
```
43
Properties=species:S:1:pos:R:3:forces:R:3
Hf 0.816306 0.088353 -0.061490 0.54 -0.19 -3.03
O -3.092185 -2.106687 -0.599334 -0.27 -0.10 -0.23
C -3.253302 -2.339732 0.704474 0.25 0.05 0.42
C -4.441317 -2.955416 1.089969 -0.06 0.01 -0.10
C -4.680025 -3.234966 2.414734 0.10 0.02 -0.02
C -3.750307 -2.893954 3.412924 -0.08 -0.01 0.07
C -2.582235 -2.287360 3.063707 0.08 0.04 -0.10
C -2.287937 -2.000352 1.700777 -0.27 -0.06 -0.33
C -1.045402 -1.395872 1.384795 0.31 -0.35 0.80
O -0.705358 -1.096890 0.108353 -1.07 -1.08 0.82
N -0.160371 -1.142844 2.359235 -0.46 -0.27 0.56
N 0.943372 -0.547743 1.896819 0.66 -0.67 1.18
C 2.024728 -0.271186 2.562535 -0.55 -0.34 0.20
C 3.073991 0.393284 1.796469 0.56 0.10 -0.17
C 4.300528 0.756071 2.328555 -0.27 -0.09 0.18
C 5.201819 1.460572 1.543398 -0.04 0.04 -0.20
C 4.862940 1.789939 0.233461 0.08 -0.01 0.14
C 3.654135 1.356272 -0.261493 0.04 -0.08 -0.01
N 2.779517 0.651048 0.484002 1.63 0.33 1.02
H -2.234282 -1.716490 -0.780141 0.16 0.07 0.04
H -5.162304 -3.201490 0.322520 0.03 -0.02 -0.01
H -5.600318 -3.733324 2.689339 -0.02 0.04 0.01
H -3.971012 -3.108132 4.448543 0.03 -0.01 0.00
H -1.848387 -2.009513 3.805084 -0.04 -0.04 0.05
H 2.141687 -0.509686 3.613944 -0.04 0.00 0.02
H 4.536350 0.497582 3.352326 -0.02 0.05 0.01
H 6.158595 1.760168 1.950031 0.00 0.00 0.01
H 5.527112 2.369574 -0.390947 0.01 -0.03 -0.02
H 3.361978 1.566352 -1.283910 0.01 0.00 -0.01
O -1.845360 3.682493 -3.768351 -0.28 0.40 -0.18
C -1.153054 2.791972 -4.428938 0.20 -0.37 0.10
O -1.084709 2.731295 -5.620019 -0.01 0.04 -0.01
C -0.381059 1.730965 -3.649897 -0.04 0.04 0.22
C 0.283820 0.733293 -4.354369 -0.06 0.07 -0.04
N 0.896228 -0.058722 -3.480352 -0.06 0.06 -0.13
N 0.694998 0.341136 -2.216861 -0.04 0.27 -0.37
C -0.104744 1.452425 -2.310240 -0.13 0.32 -0.45
C -0.543464 2.212686 -1.070130 -0.40 0.57 -0.91
O -1.281571 3.145663 -1.151236 0.09 -0.10 0.16
O -0.027212 1.760344 0.072044 -0.74 1.59 0.16
H -1.793267 3.623737 -2.799678 0.12 -0.16 0.10
H 0.322497 0.593206 -5.424636 0.04 -0.06 0.02
H 1.448594 -0.878065 -3.686026 0.02 -0.07 0.03
```
Positions in Å, forces in eV/Å.

- Gap between HOMO and LUMO: 0.2060 Ha
- E: -1466.52496 Ha
- Lowest unoccupied orbital energy: -8.451 eV
- Charge: +2
- Multiplicity: 1

Entry 2:
Density functional theory data (ωB97M-V/def2-TZVPD) for an isolated molecule of C21H24N2O3 at a distorted geometry.

The geometry in XYZ format:
```
50
Properties=species:S:1:pos:R:3:forces:R:3
C -1.415426 -3.978809 1.478037 0.06 0.03 0.00
C -1.944864 -2.831845 0.677868 -0.15 -0.02 -0.02
C -3.101225 -2.157377 1.044777 0.13 -0.10 -0.04
C -3.569741 -1.090374 0.294954 -0.05 0.15 -0.09
C -2.872639 -0.667223 -0.819899 0.06 -0.01 -0.07
C -1.685326 -1.304363 -1.172023 -0.29 -0.26 0.13
C -1.247114 -2.401188 -0.443123 -0.23 0.14 -0.14
H -0.351106 -2.925200 -0.741269 0.13 -0.01 0.00
C -0.965253 -0.878148 -2.395476 -0.03 -0.04 -0.27
O -1.522419 -0.680910 -3.458662 -0.11 0.05 0.09
N 0.401066 -0.746217 -2.328313 0.22 0.05 -0.54
C 1.282012 -0.651913 -1.257180 0.78 -0.36 0.13
C 2.602982 -0.795810 -1.479619 -0.57 -0.09 -0.19
C 3.674125 -0.652940 -0.536755 -0.18 0.31 1.14
C 3.748638 -0.383526 0.810185 -0.17 -0.13 -0.72
C 5.121044 -0.367361 1.137288 0.49 -0.07 -0.45
C 5.789192 -0.621672 -0.021747 0.19 0.16 0.87
O 4.929795 -0.793826 -1.035980 -0.18 -0.08 -0.46
H 6.834463 -0.703939 -0.245120 0.10 -0.04 -0.13
H 5.550191 -0.192231 2.102555 0.15 0.02 0.17
H 2.931154 -0.243326 1.484217 -0.24 -0.02 0.11
H 2.939301 -1.027015 -2.483652 -0.08 -0.03 -0.11
C 0.746641 -0.338897 0.117228 0.13 0.21 0.07
O 0.694677 -1.185636 0.992392 0.26 -0.19 0.08
N 0.375683 0.940806 0.330514 -0.08 0.03 0.18
C 0.616477 2.017664 -0.602833 -0.05 0.15 -0.57
H 1.002154 2.877720 -0.048507 0.09 -0.04 -0.05
C -0.632765 2.423742 -1.391412 0.09 0.26 0.20
C -1.628510 3.245914 -0.578933 -0.08 -0.30 -0.10
C -2.080662 2.564102 0.711118 0.07 0.30 0.05
C -0.975108 2.496122 1.765667 -0.03 -0.19 -0.15
H -0.360023 3.396256 1.705644 0.00 0.07 0.07
C -0.107728 1.246847 1.668592 -0.11 -0.06 0.42
H -0.678845 0.371734 1.993048 0.09 0.15 0.03
H 0.750282 1.348147 2.347068 -0.08 -0.11 0.00
H -1.422317 2.482479 2.761634 0.09 0.02 0.03
H -2.919088 3.133608 1.117784 -0.05 -0.06 0.01
H -2.436495 1.556050 0.494217 -0.10 -0.02 0.03
H -1.183857 4.213896 -0.332475 -0.02 0.07 0.00
H -2.502767 3.438370 -1.204353 0.00 0.09 -0.02
H -0.316243 3.010269 -2.256370 0.01 -0.05 -0.08
H -1.122969 1.524824 -1.764417 0.03 0.02 -0.08
H 1.395178 1.697626 -1.299725 -0.03 0.11 0.14
H 0.830178 -0.660379 -3.244835 -0.21 0.04 0.14
H -3.234953 0.150395 -1.425726 -0.03 0.07 -0.06
H -4.482502 -0.588778 0.582527 -0.07 0.04 0.01
H -3.648096 -2.475065 1.921218 -0.04 -0.05 0.09
H -1.276134 -4.855168 0.847104 0.01 -0.10 0.02
H -2.086220 -4.234253 2.294263 -0.02 -0.06 0.06
H -0.444855 -3.703192 1.888523 0.08 -0.05 0.08
```
Positions in Å, forces in eV/Å.

- Gap between HOMO and LUMO: 0.2982 Ha
- E: -1149.86385 Ha
- SMILES: Cc1cccc(C(=O)N/C(=C/c2ccco2)C(=O)N2CCCCCC2)c1
- ΔE to the lowest compared entry with this formula, charge and spin: 168.0 kJ/mol
- Lowest unoccupied orbital energy: 0.419 eV
- Multiplicity: 1

Entry 3:
Density functional theory data (ωB97M-V/def2-TZVPD) for C22H35MoN7O3PS4 as an isolated structure at a distorted geometry.

The geometry in XYZ format:
```
73
Properties=species:S:1:pos:R:3:forces:R:3
Mo -0.727419 0.049375 0.890407 2.96 -0.79 1.23
C 0.714281 2.867675 5.893907 0.10 -0.12 -0.16
C 1.313781 1.920275 4.859907 0.21 0.41 0.14
N 0.349681 0.904775 4.474107 -0.07 0.15 -0.34
C -0.386919 0.942975 3.366307 -1.14 -1.18 1.13
S -1.682219 -0.223025 3.212507 -0.03 0.28 -0.26
N -0.085219 1.771275 2.370507 1.68 1.04 -0.16
N -1.013219 1.840275 1.417507 -2.10 3.19 0.16
C -1.808019 2.783675 0.999607 1.17 -0.30 0.60
C -1.750019 4.212475 1.411807 0.00 -0.28 0.09
C -2.701219 2.167675 0.055407 -0.91 -0.45 -0.95
C -3.763719 2.806175 -0.587793 0.79 -0.10 0.63
C -4.600419 2.077675 -1.403493 0.14 -0.70 -0.10
C -4.361519 0.711475 -1.534293 -0.25 0.66 0.06
C -3.296819 0.140275 -0.869793 0.27 -0.39 -0.01
N -2.447619 0.826775 -0.097393 -1.23 0.69 -0.45
H 1.440881 3.619675 6.185907 0.08 0.07 0.04
H -0.159319 3.370275 5.486507 -0.09 0.07 -0.03
H 0.412681 2.322375 6.784507 -0.05 -0.03 0.14
H 1.598181 2.464275 3.958307 0.09 -0.14 0.10
H 2.193681 1.418075 5.273007 -0.04 0.07 -0.15
H 0.018081 0.290775 5.208207 -0.04 0.01 -0.28
H -1.620419 4.300575 2.490607 0.00 -0.01 -0.03
H -0.890319 4.680575 0.927707 0.01 -0.02 -0.02
H -2.644819 4.744275 1.107807 -0.05 0.03 0.04
H -3.901719 3.865475 -0.444693 -0.03 0.08 -0.01
H -5.411919 2.557275 -1.928493 -0.07 0.00 -0.02
H -5.002919 0.099275 -2.145693 0.00 -0.13 -0.05
H -3.100219 -0.917325 -0.957093 0.04 0.04 -0.03
O 0.994981 -0.922525 1.830707 -0.25 1.11 -0.82
S 0.939481 -2.189225 2.663207 0.69 -0.80 0.50
C 2.194281 -1.879425 3.978207 -0.30 -0.16 0.02
C 3.163081 -3.046925 3.918007 0.07 0.00 -0.11
C 3.422981 -3.259325 2.433207 0.07 -0.03 0.09
C 2.048481 -3.363025 1.795507 -0.06 0.06 0.09
H 1.693781 -1.778725 4.938307 -0.09 0.06 -0.02
H 2.665281 -0.936925 3.693207 -0.09 0.01 -0.06
H 2.700681 -3.935625 4.350807 0.05 -0.06 0.06
H 4.076381 -2.836525 4.474007 -0.05 0.04 0.04
H 4.010881 -4.155225 2.241007 0.00 0.01 -0.06
H 3.959681 -2.400525 2.027307 0.04 -0.02 -0.04
H 1.609781 -4.348425 1.943807 -0.05 -0.07 -0.07
H 2.038881 -3.106925 0.738807 -0.16 0.02 -0.05
N 1.329181 -5.242925 -1.605893 0.47 -0.40 -0.25
C 0.507381 -4.575925 -1.158393 0.61 -0.08 -0.30
N -0.436319 -3.871925 -0.625593 -1.04 0.11 0.54
C -0.650919 -2.712825 -0.291793 -0.33 0.32 -0.03
N -1.022219 -1.652825 0.094807 -0.82 -2.26 -1.11
C -2.372319 -2.597525 -3.166693 0.35 0.20 0.06
C -1.117519 -1.824325 -3.559493 -0.06 -0.26 -0.16
C -1.119619 -1.510125 -5.047293 0.21 0.01 0.20
O -1.122919 -0.618925 -2.747293 0.00 0.00 -0.02
P -0.192419 0.664675 -2.707393 -0.72 0.95 0.01
S -1.300719 2.289175 -2.843793 0.56 -0.60 -0.09
S 0.889581 0.612775 -0.926893 -0.29 -0.22 0.17
O 0.812281 0.403375 -3.898593 -0.35 -0.34 0.47
C 1.969781 1.144175 -4.339793 0.62 0.25 -0.21
C 3.216281 0.504475 -3.746793 -0.29 -0.04 -0.11
C 1.888481 2.625375 -4.024193 -0.16 -0.17 -0.15
H -2.346819 -3.585325 -3.619893 -0.02 -0.06 -0.05
H -3.262219 -2.076225 -3.511693 -0.09 0.08 -0.07
H -2.432719 -2.723325 -2.088793 -0.05 -0.06 0.04
H -0.224819 -2.404325 -3.293993 -0.07 0.10 -0.01
H -1.840119 -0.723425 -5.260193 -0.11 0.05 -0.02
H -1.397019 -2.403725 -5.601293 -0.03 -0.07 -0.05
H -0.138119 -1.185525 -5.376393 -0.02 0.03 -0.09
H 1.958981 0.993175 -5.427093 0.00 0.05 0.23
H 3.275081 0.711775 -2.680993 0.03 0.00 0.11
H 4.100981 0.905875 -4.231993 0.11 0.08 -0.05
H 3.197181 -0.572425 -3.896893 0.03 -0.08 -0.01
H 1.906181 2.783775 -2.946193 -0.01 0.09 0.04
H 0.978781 3.057975 -4.432093 -0.01 0.07 0.04
H 2.742781 3.128975 -4.469293 0.13 0.00 -0.01
```
Positions in Å, forces in eV/Å.

- Gap between HOMO and LUMO (spin up / spin down): 0.2419 / 0.2065 Ha
- E: -3470.50259 Ha
- ΔE to the lowest compared entry with this formula, charge and spin: 157.8 kJ/mol
- Lowest unoccupied orbital energy (spin up / spin down): -3.626 / -4.652 eV
- Charge: +1
- Multiplicity: 3

Entry 4:
Density functional theory data (ωB97M-V/def2-TZVPD) for C14H24ClI2OP2Ti as an isolated structure at a distorted geometry.

The geometry in XYZ format:
```
45
Properties=species:S:1:pos:R:3:forces:R:3
I 2.954217 -0.450393 -2.310561 -0.28 0.20 -0.07
I 0.987381 -3.620946 -0.276372 -0.39 0.78 0.10
Ti 0.196264 -1.112528 0.331687 0.59 1.51 -1.40
P 2.505373 -0.945927 1.224937 2.25 0.21 1.48
C 2.418119 -1.630908 2.916682 -0.66 -0.14 0.04
C 3.975371 -1.925446 0.691074 -0.62 0.28 -0.62
H 4.836256 -1.554760 1.263719 -0.27 -0.23 -0.10
H 4.121559 0.402286 2.434372 -0.36 0.08 -0.42
H 4.150567 -1.727925 -0.375680 0.26 -0.41 0.37
H 3.785709 1.062103 0.784576 -0.06 0.16 0.31
H 2.174879 -2.694843 2.905859 0.01 0.06 0.08
H 3.763681 -2.984980 0.872221 0.30 0.25 -0.13
C 3.339760 0.638093 1.691880 -0.55 0.02 -0.53
H 3.416790 -1.480760 3.340934 -0.26 -0.11 0.02
H 2.605715 1.325759 2.130661 0.35 -0.04 -0.14
H 1.684302 -1.083108 3.510846 0.08 -0.08 0.18
P -0.911147 -0.949968 -1.914886 -1.12 0.29 -1.68
C -2.557932 -1.552061 -1.476513 -0.04 -0.35 0.52
C -1.372328 0.643853 -2.684160 0.52 0.34 0.48
H 0.526850 -1.820056 -3.627699 -0.32 -0.23 -0.21
H -1.161459 -1.600117 -4.218033 0.13 -0.15 0.25
H -0.738106 -3.012335 -3.160579 0.11 0.16 -0.19
C -0.535308 -1.962467 -3.393531 0.67 0.04 0.56
H -0.458235 1.128459 -3.045298 -0.27 0.11 -0.03
H -2.071532 0.485934 -3.522022 0.33 -0.15 0.38
H -3.210797 -1.343311 -2.334042 0.04 -0.08 0.29
H -2.924994 -1.039674 -0.581887 -0.22 -0.03 -0.14
H -1.837830 1.273336 -1.915641 0.10 -0.03 -0.34
H -2.519071 -2.629257 -1.291809 -0.16 0.08 0.00
C -0.786363 -2.210199 1.821767 -2.28 -5.09 5.59
O -1.117951 -2.957637 2.660156 1.47 4.09 -4.27
Cl -2.644649 0.240956 2.073519 0.09 -0.74 0.02
C -2.421585 1.584853 1.005555 0.19 1.36 0.08
C -3.492855 2.487820 0.895815 0.09 -0.34 -0.47
C -3.298980 3.690313 0.203287 -0.18 -0.55 0.60
C -2.039100 3.969367 -0.306084 0.30 -0.10 -0.76
C -0.987912 3.050727 -0.235563 -0.23 0.14 1.20
C -1.124211 1.868167 0.521688 -1.06 0.06 -0.19
C 0.060776 1.041267 0.872954 0.57 -1.11 -0.52
H -4.470867 2.223878 1.324543 0.59 0.20 -0.17
H -4.122100 4.406305 0.132467 0.38 -0.24 -0.04
H -1.871576 4.914402 -0.813786 0.01 -0.10 0.07
H 0.008878 3.346627 -0.549978 -0.16 -0.07 -0.22
H 0.944548 1.523406 0.463041 0.22 0.04 -0.06
H 0.219896 0.981694 1.959885 -0.15 -0.07 0.08
```
Positions in Å, forces in eV/Å.

- Gap between HOMO and LUMO (spin up / spin down): 0.1954 / 0.1782 Ha
- E: -3210.25483 Ha
- ΔE to the lowest compared entry with this formula, charge and spin: 0.0 kJ/mol
- Lowest unoccupied orbital energy (spin up / spin down): -9.155 / -9.623 eV
- Charge: +2
- Multiplicity: 2